Record 1
DFT (ωB97M-V/def2-TZVPD) results for a structure of composition C29H30HfN3O4S2 at a distorted geometry.

Computed properties:
LUMO = -0.131 Ha
Total energy = -66194.93131 eV
HOMO-LUMO gap = 6.97 eV
Highest occupied orbital energy = -0.3868 Ha
ΔE to the lowest compared entry with this formula, charge and spin = 1.008 eV

Geometry as ORCA input:
```
! RIJCOSX wB97M-V def2-TZVPD def2/J DEFGRID3
* xyz 1 1
Hf 0.4310 0.0354 0.3297
C -1.7332 1.1910 -1.1478
C -1.0348 2.2786 -0.6057
C -1.5097 2.9019 0.5499
C -2.6799 2.4521 1.1378
C -3.3712 1.3705 0.5981
C -2.8964 0.7298 -0.5331
H -1.4000 0.7400 -2.0772
H -0.1674 2.6799 -1.1218
H -0.9619 3.7306 0.9761
H -3.0590 2.9427 2.0236
H -4.2768 1.0200 1.0722
H -3.4122 -0.1299 -0.9371
C 1.1093 1.3317 8.5402
C 1.2629 1.1860 7.0562
C 0.1951 1.4363 6.1984
C 0.3258 1.2827 4.8283
C 1.5550 0.8826 4.3216
C 2.6475 0.6319 5.1524
C 2.4856 0.7862 6.5164
S 1.8045 0.6455 2.6272
O 3.1389 0.9765 2.2527
O 0.7572 1.4934 1.8921
N 1.4179 -0.8365 2.1412
C 0.5049 -1.6691 2.9520
C -0.8456 -1.8383 2.2490
O -1.5247 -2.8256 2.3746
O -1.1019 -0.8080 1.4713
H 0.1834 1.8399 8.7998
H 1.9400 1.8933 8.9659
H 1.1024 0.3506 9.0164
H -0.7506 1.7618 6.6112
H -0.5032 1.4786 4.1624
H 3.6000 0.3455 4.7336
H 3.3243 0.6069 7.1759
H 0.3305 -1.2364 3.9409
H 0.9521 -2.6532 3.1027
C 5.9484 -1.6149 -1.4144
C 5.1477 -1.7590 -0.2585
C 3.9035 -1.1961 -0.2045
C 3.3780 -0.4509 -1.2912
C 2.0628 0.1202 -1.2512
C 1.6553 0.8279 -2.3625
C 2.4689 1.0074 -3.5101
C 3.7069 0.4432 -3.5444
C 4.1905 -0.3054 -2.4393
C 5.4759 -0.9019 -2.4774
H 6.9342 -2.0580 -1.4496
H 5.5252 -2.3066 0.5950
H 3.3164 -1.3054 0.7007
H 0.6588 1.2547 -2.4252
H 2.0987 1.5769 -4.3509
H 4.3442 0.5540 -4.4127
H 6.0823 -0.7719 -3.3649
S -0.5601 -1.8812 -1.3266
C 0.6341 -3.1201 -1.0654
N 0.4693 -3.9699 -0.0589
C 1.4308 -5.0233 0.2486
C 2.0957 -5.4772 -1.0398
C 2.6912 -4.2805 -1.7615
N 1.6793 -3.2294 -1.8653
H -0.3650 -3.8460 0.5011
H 0.8929 -5.8330 0.7373
H 2.1743 -4.6390 0.9528
H 1.3621 -5.9720 -1.6772
H 2.8806 -6.1989 -0.8181
H 3.0012 -4.5376 -2.7732
H 3.5603 -3.8811 -1.2339
H 1.7743 -2.5041 -2.5615
*
```


Record 2
DFT (ωB97M-V/def2-TZVPD) results for a structure of composition C29H30IN4O6PZr at a distorted geometry.

Computed properties:
LUMO = -0.256 Ha
Total energy = -67463.33399 eV
HOMO-LUMO gap = 7.55 eV
Highest occupied orbital energy = -0.5336 Ha
ΔE to the lowest compared entry with this formula, charge and spin = 0.487 eV

Geometry as ORCA input:
```
! RIJCOSX wB97M-V def2-TZVPD def2/J DEFGRID3
* xyz 2 1
Zr -0.0251 0.1388 -0.1726
C 1.0294 4.6111 -0.4527
C 1.2852 3.9675 0.8846
N 1.5715 4.7468 1.9174
C 1.8462 4.2019 3.1146
C 1.8389 2.8502 3.3568
C 2.1862 2.3386 4.7411
O 3.1799 1.3166 4.7220
C 1.4808 2.0089 2.2884
C 1.5133 0.5589 2.5005
N 0.9771 -0.3174 1.7181
C 1.3274 -1.7140 1.8974
C 0.8932 -2.4449 2.9874
C 1.2852 -3.7704 3.1119
C 2.1078 -4.3532 2.1555
C 2.5623 -3.6150 1.0678
C 2.1655 -2.2972 0.9515
I 2.9405 -1.0842 -0.5723
C 1.2192 2.5815 1.0408
O 0.9275 1.8055 -0.0445
H 1.5056 5.5889 -0.4731
H -0.0435 4.7623 -0.6051
H 1.4061 4.0059 -1.2773
H 2.0939 4.8964 3.9124
H 1.3076 1.9087 5.2196
H 2.4964 3.1808 5.3576
H 4.0555 1.7168 4.6917
H 2.0889 0.2072 3.3501
H 0.2546 -1.9802 3.7307
H 0.9439 -4.3516 3.9613
H 2.4136 -5.3873 2.2589
H 3.2266 -4.0606 0.3381
C -1.9193 3.3313 -2.1649
P -1.7232 1.5454 -1.8896
C -3.4463 0.9565 -1.8405
C -1.0325 1.0177 -3.4877
C 0.3321 0.7442 -3.5628
C 0.9225 0.3575 -4.7541
C 0.1422 0.2432 -5.8971
C -1.2196 0.5229 -5.8409
C -1.8057 0.9041 -4.6403
H -0.9702 3.7700 -2.4646
H -2.2938 3.8479 -1.2782
H -2.6410 3.4425 -2.9750
H -3.8739 0.9272 -2.8384
H -4.0285 1.6652 -1.2492
H -3.5348 -0.0249 -1.3878
H 0.9714 0.8651 -2.6961
H 1.9843 0.1501 -4.7971
H 0.5971 -0.0548 -6.8348
H -1.8276 0.4481 -6.7364
H -2.8684 1.1150 -4.6225
N -1.5746 1.1549 1.3880
H -1.2401 1.2100 2.3426
H -2.4180 0.5905 1.4093
H -1.8575 2.0931 1.1379
O -0.0491 -1.3858 -1.5401
C -1.2719 -1.7276 -1.2216
O -1.6968 -1.2500 -0.1076
C -2.0780 -2.5102 -2.1365
C -3.3311 -2.9510 -1.7146
C -4.1410 -3.6375 -2.5962
C -3.6617 -3.8633 -3.8713
C -2.4226 -3.4467 -4.3143
C -1.6149 -2.7525 -3.4297
N -4.5453 -4.6012 -4.8255
O -5.7266 -4.6488 -4.5512
O -4.0351 -4.9989 -5.8507
H -3.6626 -2.7645 -0.6981
H -5.1221 -3.9923 -2.3185
H -2.1098 -3.6685 -5.3253
H -0.6408 -2.3921 -3.7383
*
```


Record 3
DFT (ωB97M-V/def2-TZVPD) results for a structure of composition C29H30N7O7PrS3 at a distorted geometry.

Computed properties:
LUMO (spin up / spin down) = -0.070 / -0.070 Ha
Total energy = -101901.41555 eV
HOMO-LUMO gap (spin up / spin down) = 5.23 / 5.24 eV
Highest occupied orbital energy (spin up / spin down) = -0.2623 / -0.2625 Ha
ΔE to the lowest compared entry with this formula, charge and spin = 0.000 eV

Geometry as ORCA input:
```
! RIJCOSX wB97M-V def2-TZVPD def2/J DEFGRID3
* xyz 0 3
Pr -0.1413 0.2912 0.6130
O -0.2627 3.7653 -6.1822
N 0.5587 2.8742 -6.0994
O 1.1648 2.4285 -7.0510
C 0.8554 2.3023 -4.7720
C 1.9687 1.5444 -4.7019
C 2.3800 0.9432 -3.4832
C 3.5478 0.1647 -3.3967
C 3.8892 -0.3840 -2.1937
C 3.0524 -0.1661 -1.0956
N 1.9452 0.5526 -1.1471
C 1.6118 1.1204 -2.3280
C 0.4332 1.9547 -2.3879
N -0.2348 2.1437 -1.2294
C -1.3009 2.9188 -1.2286
C -1.8132 3.4889 -2.3898
C -1.1584 3.2996 -3.5765
C 0.0326 2.5422 -3.6064
H 2.5594 1.4025 -5.5956
H 4.1556 0.0166 -4.2815
H 4.7809 -0.9841 -2.0732
H 3.2974 -0.5893 -0.1327
H -1.7665 3.0933 -0.2693
H -2.7179 4.0786 -2.3532
H -1.5402 3.7348 -4.4811
S -1.7569 -1.4993 2.0187
C -2.1325 -2.7271 0.7899
C -3.1026 -3.6736 1.1642
C -3.5146 -4.6893 0.3228
C -2.9485 -4.7965 -0.9421
C -1.9932 -3.8786 -1.3328
C -1.5679 -2.8278 -0.5010
S -0.3748 -1.7286 -1.2150
H -3.5235 -3.5871 2.1594
H -4.2655 -5.3968 0.6545
H -3.2505 -5.5901 -1.6155
H -1.5427 -3.9412 -2.3170
C -3.9218 -1.0679 -1.6468
N -4.4228 -0.4151 -0.4391
C -5.7243 -0.8731 0.0154
C -3.6347 0.3788 0.2828
C -4.1682 0.9448 1.5725
O -2.4860 0.6706 -0.1116
H -4.6582 -0.9560 -2.4441
H -3.7553 -2.1289 -1.4537
H -2.9798 -0.6208 -1.9416
H -6.3913 -0.9437 -0.8432
H -6.1605 -0.1872 0.7341
H -5.6437 -1.8650 0.4685
H -4.4615 0.1456 2.2500
H -5.0253 1.5962 1.3817
H -3.3750 1.5189 2.0380
N 1.3052 -2.0738 1.7230
C 2.1674 -1.1946 2.3979
C 1.6461 -0.2736 3.3186
C 2.4830 0.6947 3.8582
C 3.8031 0.8078 3.4468
C 4.3411 -0.1503 2.6042
C 3.5340 -1.1682 2.1125
S 4.7469 2.2657 3.9061
O 4.1284 3.3207 3.0560
O 4.4767 2.4835 5.3069
O 6.1058 1.9752 3.5217
H 1.7839 -2.8306 1.2577
H 0.5366 -2.4159 2.2851
H 0.6208 -0.3707 3.6565
H 2.1228 1.3843 4.6113
H 5.3920 -0.0817 2.3465
H 3.9519 -1.9605 1.4983
N 1.2074 3.5107 3.1681
C 0.9847 2.7121 2.1194
N 1.9957 2.6060 1.2313
O -0.1148 2.0916 1.9619
H 2.1811 3.7532 3.3585
H 0.5371 3.5153 3.9150
H 2.9120 2.8986 1.5863
H 1.9114 2.0669 0.3852
*
```